(1)
Density functional theory data (wB97M-V/def2-TZVPD) for a molecular structure, C32H90F6NO19S2V.

Atoms and positions in Å:
V -2.303 -2.237 1.113
C 0.546 -1.127 -1.982
F 0.913 -0.382 -3.023
F 0.427 -2.378 -2.440
F 1.524 -1.054 -1.027
S -1.204 -0.460 -1.318
O -1.399 0.918 -1.797
O -2.169 -1.401 -1.851
N -1.153 -0.638 0.439
S -0.516 0.733 0.926
O 0.801 1.002 0.382
O -1.446 1.886 0.926
C -0.167 0.328 2.821
F -1.311 -0.021 3.434
F 0.647 -0.725 2.956
F 0.404 1.455 3.367
C -2.896 4.115 -1.736
C -3.434 3.421 -2.991
O -4.824 3.579 -3.028
H -3.327 5.111 -1.637
H -1.818 4.254 -1.652
H -3.276 3.554 -0.882
H -3.143 2.371 -3.014
H -3.053 3.802 -3.939
H -5.162 3.159 -3.823
C -2.974 -4.556 -3.309
C -1.737 -5.413 -2.994
O -1.871 -5.908 -1.643
H -2.779 -4.047 -4.253
H -3.115 -3.739 -2.601
H -3.892 -5.142 -3.282
H -0.783 -4.892 -3.084
H -1.647 -6.252 -3.684
H -2.288 -6.769 -1.723
C 4.651 0.201 -2.193
C 5.972 -0.565 -2.122
O 5.850 -1.403 -3.243
H 4.520 0.760 -1.267
H 3.765 -0.435 -2.210
H 4.681 0.906 -3.023
H 5.948 -1.145 -1.200
H 6.851 0.074 -2.207
H 6.460 -2.141 -3.172
C -0.043 -1.549 7.799
C -0.631 -0.605 6.770
O -1.729 0.154 7.352
H -0.804 -2.159 8.285
H 0.394 -1.019 8.645
H 0.753 -2.131 7.334
H -0.981 -1.254 5.967
H 0.156 0.036 6.374
H -2.376 0.360 6.673
C -1.913 4.496 2.762
C -0.813 5.336 2.111
O 0.101 5.742 3.115
H -1.401 3.634 3.191
H -2.678 4.176 2.055
H -2.419 5.079 3.531
H -1.232 6.240 1.667
H -0.347 4.843 1.259
H 0.751 6.219 2.593
C 4.060 -0.544 1.782
C 5.266 0.294 1.475
O 6.011 0.466 2.638
H 3.519 -0.757 0.860
H 3.377 -0.031 2.459
H 4.375 -1.493 2.216
H 4.989 1.260 1.052
H 5.902 -0.191 0.733
H 6.790 1.000 2.468
C -4.485 1.238 0.494
C -4.962 0.126 1.336
O -3.971 -0.668 1.872
H -3.818 0.930 -0.312
H -3.916 1.897 1.149
H -5.341 1.725 0.026
H -5.702 -0.509 0.848
H -5.537 0.616 2.122
H -4.137 -0.611 2.816
C 3.360 -2.870 -4.738
C 4.019 -2.131 -5.968
O 4.488 -0.903 -5.471
H 4.056 -2.983 -3.906
H 2.988 -3.873 -4.942
H 2.477 -2.362 -4.350
H 3.269 -2.031 -6.753
H 4.872 -2.688 -6.355
H 5.051 -1.119 -4.724
C -5.626 -0.393 -2.465
C -5.813 -1.817 -2.937
O -5.704 -2.694 -1.802
H -5.527 0.264 -3.330
H -4.741 -0.323 -1.833
H -6.502 -0.135 -1.870
H -5.021 -2.029 -3.655
H -6.789 -1.952 -3.404
H -5.972 -3.571 -2.084
C 1.661 -3.953 4.546
C 2.987 -3.749 3.841
O 4.054 -4.322 4.646
H 1.352 -4.996 4.613
H 0.900 -3.410 3.986
H 1.788 -3.495 5.527
H 3.221 -2.687 3.917
H 3.077 -4.151 2.832
H 4.693 -4.653 4.011
C 2.737 3.290 1.633
C 2.354 3.525 0.181
O 2.718 4.838 -0.187
H 2.322 2.322 1.914
H 2.255 4.006 2.298
H 3.811 3.309 1.820
H 1.276 3.445 0.037
H 2.882 2.844 -0.487
H 2.506 4.964 -1.114
C -2.807 -0.155 -5.057
C -2.587 -1.476 -5.801
O -1.889 -1.280 -7.005
H -3.136 -0.357 -4.037
H -3.605 0.433 -5.510
H -1.895 0.423 -4.908
H -3.570 -1.917 -5.966
H -2.031 -2.069 -5.075
H -1.317 -2.038 -7.146
C 0.199 4.111 7.041
C 0.718 3.201 6.004
O 1.365 3.997 5.009
H 0.967 4.749 7.479
H -0.225 3.579 7.892
H -0.559 4.780 6.632
H -0.088 2.628 5.547
H 1.421 2.481 6.423
H 0.764 4.457 4.418
C 0.277 3.118 -3.811
C 1.662 3.150 -3.180
O 1.959 4.487 -2.782
H 0.002 2.105 -4.104
H 0.201 3.714 -4.721
H -0.394 3.533 -3.059
H 2.442 2.917 -3.905
H 1.876 2.507 -2.326
H 2.218 4.938 -3.589
C 0.408 -5.134 1.292
C 0.194 -3.956 0.315
O -1.154 -3.717 -0.036
H 1.482 -5.318 1.273
H -0.029 -6.082 0.978
H 0.200 -5.033 2.357
H 0.771 -4.090 -0.600
H 0.587 -3.035 0.746
H -1.378 -4.318 -0.750

Computed properties:
LUMO energy (spin up / spin down) = -0.21 / -0.49 eV
2S+1 = 5
Frontier orbital gap (spin up / spin down) = 6.456 / 8.514 eV

Here are the Mulliken charges for atoms 1 to 8, given in e: 0.195 -0.016 -0.128 -0.094 -0.024 -0.677 0.753 0.069

(2)
Density functional theory data (wB97M-V/def2-TZVPD) for a molecular structure, C50H47N5O3P2SSn.

Atoms and positions in Å:
Sn 0.197 -0.258 0.734
C -1.982 -2.685 -3.848
C -1.050 -1.501 -3.675
N -0.427 -1.518 -2.346
C -0.637 -2.454 -1.399
N -0.244 -2.219 -0.134
C -0.302 -3.377 0.773
C -1.594 -4.141 0.553
C -1.557 -4.684 -0.858
N -1.133 -3.638 -1.786
C -1.306 -3.888 -3.214
H -2.182 -2.862 -4.903
H -2.927 -2.499 -3.336
H -1.578 -0.554 -3.799
H -0.255 -1.540 -4.424
H -0.224 -0.596 -1.967
H -0.232 -3.031 1.795
H 0.557 -4.031 0.586
H -2.434 -3.456 0.675
H -1.695 -4.957 1.267
H -2.548 -5.029 -1.161
H -0.865 -5.527 -0.929
H -1.900 -4.790 -3.336
H -0.329 -4.058 -3.679
N -0.567 0.934 -0.653
P -2.033 1.571 -0.760
C -2.394 2.856 0.448
C -1.335 3.567 1.000
C -1.592 4.623 1.858
C -2.904 4.971 2.150
C -3.961 4.248 1.615
C -3.711 3.186 0.761
C -2.109 2.336 -2.393
C -3.216 3.104 -2.754
C -3.247 3.726 -3.991
C -2.177 3.589 -4.866
C -1.075 2.827 -4.504
C -1.035 2.202 -3.268
C -3.350 0.348 -0.575
C -3.473 -0.238 0.686
C -4.444 -1.200 0.906
C -5.296 -1.574 -0.128
C -5.178 -0.986 -1.379
C -4.204 -0.021 -1.607
H -0.320 3.286 0.743
H -0.775 5.180 2.296
H -3.106 5.816 2.795
H -4.980 4.509 1.866
H -4.533 2.610 0.352
H -4.043 3.225 -2.064
H -4.105 4.323 -4.270
H -2.201 4.090 -5.825
H -0.241 2.722 -5.186
H -0.171 1.629 -2.956
H -2.831 0.091 1.500
H -4.558 -1.641 1.888
H -6.067 -2.311 0.052
H -5.856 -1.266 -2.174
H -4.122 0.456 -2.577
O -1.625 1.142 2.916
C -0.917 0.324 3.463
N -0.331 -0.737 2.789
S 0.952 -1.368 3.670
O 0.903 -2.794 3.715
O 2.149 -0.799 3.085
C 0.510 -0.570 5.180
C 1.025 -0.706 6.451
C 0.485 0.100 7.447
C -0.527 1.014 7.165
C -1.042 1.132 5.881
C -0.517 0.321 4.891
H 1.818 -1.408 6.669
H 0.867 0.020 8.455
H -0.913 1.643 7.954
H -1.827 1.836 5.643
C 4.743 -4.176 -0.639
C 4.952 -3.134 -1.532
C 4.308 -1.921 -1.351
C 3.443 -1.750 -0.265
C 3.252 -2.792 0.643
C 3.903 -3.999 0.450
P 2.706 -0.126 0.024
C 2.673 0.758 -1.559
C 3.004 2.111 -1.604
C 3.031 2.775 -2.821
C 2.717 2.100 -3.991
C 2.367 0.756 -3.947
C 2.339 0.085 -2.737
C 3.762 0.840 1.116
C 3.241 1.905 1.847
C 4.088 2.687 2.611
C 5.451 2.416 2.630
C 5.967 1.355 1.901
C 5.123 0.552 1.148
H 5.242 -5.123 -0.794
H 5.622 -3.258 -2.372
H 4.493 -1.111 -2.041
H 2.613 -2.657 1.503
H 3.757 -4.803 1.159
H 3.260 2.641 -0.697
H 3.308 3.820 -2.857
H 2.751 2.620 -4.939
H 2.122 0.230 -4.861
H 2.081 -0.965 -2.703
H 2.174 2.106 1.818
H 3.692 3.510 3.192
H 6.115 3.036 3.217
H 7.028 1.148 1.913
H 5.522 -0.285 0.590

Computed properties:
LUMO energy = -5.92 eV
Relative energy (zero: lowest compared OMol25 entry of this formula, charge and spin) = 12.2 kcal/mol
Frontier orbital gap = 7.630 eV
Total charge = +2

Here are the Mulliken charges for atoms 1 to 8, given in e: 1.596 -0.589 -0.278 1.386 0.287 0.749 -0.325 -0.706

Number 1: maximum force 4.61 eV Å⁻¹, E -138691.517 eV. Number 2: maximum force 1.47 eV Å⁻¹, E -101439.859 eV.